Record 1
A structure of composition C19H56O15SV at a distorted geometry, computed with ωB97M-V/def2-TZVPD.

HOMO, eV: -7.28
LUMO level, eV: 1.080
Charge: -1
Energy above the lowest of the compared OMol25 structures with the same formula, charge and spin, kcal/mol: 0.0

Positions of all 92 atoms, in Å:
V -0.59265 -2.42449 1.25939
S -0.03355 -0.03556 -0.06318
O -1.15998 3.07068 -2.25812
O -0.99490 -0.36208 1.03680
O 2.55518 -3.07354 -1.21132
O 2.40196 0.12712 2.47632
O -0.69464 0.41720 -1.28100
O -1.56953 -2.69429 2.46871
O -1.34130 -1.21585 -3.27642
O 0.95128 0.96258 0.35635
O -3.45756 0.41085 -0.66519
O 2.82408 1.88356 -1.51088
O 0.39792 3.27666 1.59176
O -0.11182 -3.80215 0.64804
O 0.56084 -1.38971 -0.24160
O -2.35408 -2.46247 -0.28553
O -1.98137 0.74258 3.50599
C -0.15603 3.36691 -3.21783
C -0.85868 0.79266 4.36142
C 4.14803 -4.75407 -0.75111
C 2.94372 1.22449 3.22601
C -0.51111 -2.35934 -3.26292
C 4.03193 1.94595 2.43666
C -3.91596 1.08496 0.51552
C -5.41987 1.19011 0.42982
C 3.27071 -3.68071 -0.15132
C -3.23447 2.43869 0.64336
C 3.41693 0.68964 4.56498
C -3.30518 -3.45632 -0.73933
C -0.58378 4.65721 -3.89350
C -3.30436 -4.60654 0.24251
C 0.01689 2.22229 -4.21382
C -4.67839 -2.78334 -0.83462
C 3.62973 0.70699 -1.36348
C 4.09166 -2.64160 0.61705
C 0.77996 4.36918 0.77979
H 0.63547 2.44673 1.14500
H -0.86952 -3.09855 -3.98332
H -5.80192 1.52103 1.39904
H 4.36729 0.16912 4.39402
H 3.02866 -0.16347 -1.64350
H -1.04773 -0.63837 -2.54375
H -2.57551 -1.64837 -0.76689
H 3.57936 1.45485 5.32295
H 1.96806 0.52428 1.69971
H -2.17007 2.32059 0.84628
H -5.90038 0.22937 0.23034
H 1.56922 4.08058 0.07669
H 4.50166 0.79195 -2.00563
H -3.60944 -4.28369 1.23621
H 3.56158 -5.58373 -1.14234
H -4.58812 -1.85604 -1.39935
H 4.80450 -4.31385 -1.50607
H 2.03667 1.72089 -0.97258
H -2.49105 0.38220 -0.65512
H -5.02613 -2.58624 0.17973
H -5.36834 -3.46553 -1.33315
H 0.51925 -2.12389 -3.55881
H 0.82843 3.50892 -2.75242
H -3.36177 3.00388 -0.28238
H 1.85792 -2.51558 -0.82705
H -2.32289 -5.07748 0.27832
H -0.86088 1.94848 -4.79462
H 2.71229 -0.04093 4.96291
H -0.97780 5.36114 -3.15626
H 2.56643 -4.13695 0.55852
H -0.08316 4.73048 0.21028
H -1.01042 0.12209 5.21257
H -3.69842 3.00634 1.45280
H 4.42937 2.72173 3.08991
H -1.02121 2.16278 -1.94872
H 2.10457 1.91098 3.40893
H 4.90177 -2.25025 -0.00314
H 1.16082 5.19201 1.38904
H 3.95129 0.57819 -0.32393
H 3.55909 2.39015 1.55594
H 3.46397 -1.79024 0.88755
H 4.48461 -3.10697 1.52391
H 0.84427 2.42051 -4.90266
H -0.68290 1.79931 4.75281
H 4.84634 -5.16955 -0.01604
H 0.23490 5.15252 -4.41957
H -0.48881 -2.83741 -2.27775
H 0.36962 1.37720 -3.61266
H -4.02147 -5.33644 -0.14239
H 4.75206 1.22408 2.05154
H -2.99637 -3.80787 -1.72903
H -1.38981 4.48024 -4.61035
H 0.04865 0.51001 3.81782
H -5.74655 1.88096 -0.35036
H -1.67485 0.40893 2.65504
H -3.66424 0.46062 1.38271

=====

Record 2
A cluster of 2 separate species, C6H6BIO8S in total, computed with ωB97M-V/def2-TZVPD.

HOMO, eV: -9.23
LUMO level, eV: -3.752
Energy above the lowest of the compared OMol25 structures with the same formula, charge and spin, kcal/mol: 0.0

Positions of all 23 atoms, in Å:
I -3.32816 3.17004 0.50015
S -3.30626 0.91689 1.27411
O 3.97272 -0.41927 -0.52896
O 0.45888 -1.83877 1.80267
O 0.26465 -2.85091 -0.92934
O 5.67632 0.92343 -1.13082
O 1.82411 -1.27807 -1.32171
O 1.98045 -0.46909 0.88895
O 2.22625 1.09867 -0.95611
O 3.49119 2.81813 -1.66144
C -4.67378 -0.01727 0.53487
C 1.10758 -1.45286 0.86519
C 4.51151 0.71606 -0.97720
C 1.00272 -1.97920 -0.56272
C -1.79741 0.09823 0.73253
C 3.37891 1.70135 -1.25379
B 2.51418 -0.26661 -0.48447
H -1.16374 0.00877 1.60855
H -5.32746 -0.27243 1.35947
H -4.26140 -0.92373 0.11081
H -5.20211 0.58159 -0.19416
H -1.28423 0.62889 -0.06150
H -2.06494 -0.89385 0.38492

=====

Record 3
A cluster of 3 separate species, C25H49BClF4NO13P3 in total at a distorted geometry, computed with ωB97M-V/def2-TZVPD.

HOMO, eV: -10.96
LUMO level, eV: -4.446
Charge: +1

Positions of all 97 atoms, in Å:
Cl 1.67567 -1.22206 1.41569
P -4.93952 2.36850 1.84734
P 2.51707 0.58669 -5.59538
P -4.23595 -3.18242 6.89711
F 0.48242 -2.46796 -2.12895
F 8.70575 -2.09044 0.26850
F 6.70167 -0.43604 1.73484
F 6.75128 -3.04487 -0.74977
O -5.94899 -3.04150 6.75061
O -4.03036 -1.96215 6.00898
O -4.28276 -4.54528 5.97441
O -4.83658 1.25254 3.14964
O -5.16355 3.53361 0.59434
O -5.64840 1.22813 0.89422
O -2.55039 -3.39010 7.16139
O 1.94851 -3.67140 0.47887
O 5.07390 2.43448 -3.77310
O 3.94842 1.26634 -6.29256
O 2.16245 -0.77597 -6.60243
O -3.43321 2.37062 1.61971
O 1.45457 1.69013 -5.69669
N 3.05488 -1.10928 -1.79506
C 7.32006 -1.94582 -0.06661
C 0.71889 -1.33927 -3.04120
C 2.98424 0.08790 -3.84023
C -0.77110 -0.53007 -5.14941
C -7.05112 1.29513 0.69271
C 0.83438 1.68945 -1.00913
C 3.45145 0.14959 -1.48588
C 0.01533 -1.76540 -4.43104
C 5.87566 0.26177 -0.61600
C 4.05030 3.67698 -1.69801
C 2.36128 -2.49241 0.30735
C -4.80564 -5.73189 6.55031
C -1.13087 3.44926 -1.61560
C 2.30635 -1.17428 -3.11715
C 3.40237 -2.24830 -0.88574
C 4.31555 0.52612 -0.16834
C -0.77331 1.96542 -1.12341
C -6.71337 -3.41120 7.90155
C 5.51503 4.26183 -1.36171
C 6.64135 -0.76000 0.33061
C 1.51683 1.90661 -2.44690
C -1.69333 -3.41904 6.03135
C 2.94060 1.18219 -2.64579
C -4.10540 0.05143 2.94848
C -6.21756 4.47961 0.79400
B 4.04906 2.41301 -2.73233
H 5.57456 4.35463 -0.20759
H -7.25796 -4.33475 7.69229
H -7.02367 4.27756 0.08503
H -0.82222 -2.50644 -4.12713
H 4.12546 -0.18089 0.70440
H 4.71530 0.78875 -5.87727
H 1.53922 3.04602 -2.63133
H 5.88228 1.95643 -3.48635
H 5.52610 5.35726 -1.73505
H 4.44730 -2.18480 -0.43023
H 3.45362 4.51264 -2.24154
H -4.41118 -0.45878 2.03370
H -1.20383 1.70959 -0.07836
H -1.58863 -2.42015 5.60431
H -2.04823 -4.11860 5.27301
H -1.86821 -0.80507 -5.33048
H 2.96808 -1.34882 -6.47125
H 2.82174 -2.07005 -3.64566
H -4.81459 -5.68010 7.64290
H -0.60091 4.22829 -0.97289
H -0.85871 3.51234 -2.72953
H -4.18829 -6.57851 6.24223
H -7.25230 1.71942 -0.29419
H -5.82360 -5.88964 6.18544
H -0.70941 -3.75360 6.36825
H 1.27889 2.39730 -0.21486
H -0.71095 0.41189 -4.50439
H 6.49216 1.24076 -0.62074
H 0.69745 -2.34234 -5.14055
H 4.24556 1.63086 0.10039
H -5.82881 5.48284 0.60870
H 0.76072 1.50102 -3.22678
H 0.15487 -0.45893 -2.58626
H -0.33119 -0.26749 -6.17739
H -7.43311 -2.61846 8.11442
H -4.31358 -0.60996 3.79286
H 4.10225 -0.21560 -3.94045
H 3.38872 -3.20364 -1.53834
H -2.28422 3.54301 -1.56352
H -3.03321 0.25420 2.92763
H 5.91989 -0.12682 -1.70157
H 6.38285 3.65159 -1.78578
H 0.92590 0.62725 -0.58638
H -7.46425 0.28485 0.73019
H -1.17563 1.12973 -1.81852
H -6.61142 4.43618 1.81178
H -7.53989 1.90539 1.45773
H -6.07844 -3.55619 8.77830
H 3.42963 3.39967 -0.77278

=====

Record 4
A structure of composition C30H45BiN3O7P2 at a distorted geometry, computed with ωB97M-V/def2-TZVPD.

HOMO (spin up / spin down), eV: -7.86 / -7.83
LUMO level (spin up / spin down), eV: -4.264 / -4.261
Charge: +1

Positions of all 88 atoms, in Å:
Bi -0.05754 -0.39692 0.26500
P 1.87344 1.10476 -0.78212
P -1.50560 0.29793 -1.68153
O -2.19959 -0.11584 1.55787
O -0.65689 4.59358 6.63326
O 1.36211 5.09051 2.12122
O -0.01393 4.41919 0.54454
O -2.00381 2.90979 7.01572
O -3.46914 0.15959 3.32273
O -0.12589 1.67444 1.27164
N -1.30109 3.59513 6.24681
N -2.48916 0.50598 2.64764
N 0.40917 4.39824 1.71485
C 0.98560 -3.33971 2.35454
C -0.34990 -3.31834 2.84317
C -0.73105 1.30108 -5.89128
C 0.51726 -1.39145 -5.85056
C -1.60912 -2.07500 4.71649
C -1.22148 3.21414 4.85793
C 1.37759 0.55397 -4.54991
C 0.78297 2.23647 -1.71953
C -1.77249 -0.74608 -4.85126
C 2.91229 2.02087 0.37286
C 0.85945 -1.75878 4.02040
C -0.26095 3.53649 2.68820
C 0.74586 1.56799 -5.46397
C -0.98947 -1.72495 -5.67547
C -1.61920 0.58559 -4.90862
C -0.69241 2.23531 2.28123
C -1.93202 2.09392 4.39709
C 1.51522 -4.23563 1.30252
C -0.46932 1.63177 -2.40681
C -0.39396 3.95182 4.00077
C -3.30319 0.41550 -1.76955
C 1.73430 -2.37916 3.08611
C 2.94144 0.00540 -1.76034
C -0.42092 -2.35864 3.88669
C 3.17799 -2.09724 2.93330
C -1.68652 1.60356 3.11700
C 1.20113 -0.67384 4.96506
C -1.47641 -4.15426 2.37806
C 1.18249 -0.77087 -4.66090
C -0.95294 -1.37363 -2.27855
H -2.39561 -3.55794 2.29142
H 3.53765 -0.62933 -1.08409
H 3.53562 -2.38840 1.93945
H 2.30912 -3.74858 0.72190
H -1.43486 -1.82281 -6.68262
H -0.39325 -1.28280 -3.21105
H -3.67993 0.58416 -2.79146
H 0.79091 2.55606 -4.97872
H -1.07268 -2.71985 -5.21140
H 1.03584 -2.33917 -6.07472
H 1.66996 -1.48192 -3.98401
H -3.75595 -0.51062 -1.37759
H -2.30891 1.23267 -4.34454
H 0.54077 0.19751 4.82052
H -1.53636 -1.08600 5.18837
H 0.11823 4.85311 4.33425
H 3.38996 -1.03097 3.08180
H -0.28466 -1.94545 -1.60586
H 3.49000 1.31400 0.98547
H -1.18984 2.28947 -6.07025
H 0.46485 3.03905 -1.03122
H -2.60147 -1.17969 -4.27627
H 1.33947 1.67025 -6.39094
H -0.14681 1.17336 -3.34299
H 1.94856 -5.14761 1.74389
H -1.82383 -2.01178 -2.46493
H 2.30126 2.64661 1.03714
H 0.64005 -0.77415 -6.75276
H -0.73190 0.79985 -6.87275
H 2.14959 0.95589 -3.88720
H -2.65318 1.59314 5.03963
H -2.53249 -2.10241 4.12229
H -1.71234 -2.81853 5.52466
H 1.42534 2.69792 -2.49062
H 3.60856 2.66567 -0.18360
H -1.13773 2.45467 -2.70405
H 2.23739 -0.34591 4.82515
H 1.08378 -1.00349 6.00931
H 3.62320 0.59734 -2.38590
H 2.34786 -0.65659 -2.40554
H -1.25998 -4.60468 1.40291
H 3.77142 -2.65584 3.67428
H -3.62861 1.25243 -1.12989
H -1.67791 -4.97118 3.08855
H 0.72457 -4.55020 0.61165

=====

Record 5
The molecule C2H4N2OS at a distorted geometry, computed with ωB97M-V/def2-TZVPD.

HOMO, eV: -8.23
LUMO level, eV: 0.201
Energy above the lowest of the compared OMol25 structures with the same formula, charge and spin, kcal/mol: 119.4
SMILES: NN1OC=CS1

Positions of all 10 atoms, in Å:
S -1.13539 0.07258 -1.80711
O 0.24618 -1.21632 0.20066
N 0.50556 -0.82611 -1.18101
N 1.52360 0.07912 -1.11836
C -1.71507 0.02088 -0.08277
C -0.93036 -0.69656 0.71139
H 1.10468 1.08515 -0.84443
H -1.05281 -0.85179 1.81830
H -2.69903 0.41617 0.17696
H 2.06463 0.08132 -1.95153

=====

Record 6
A cluster of 3 separate species, C36H55Br2F17N3O6 in total at a distorted geometry, computed with ωB97M-V/def2-TZVPD.

HOMO, eV: -12.32
LUMO level, eV: -3.652
Charge: +1

Positions of all 119 atoms, in Å:
Br 1.50009 1.78346 3.23840
Br -1.26132 4.25902 -0.66256
F -7.07251 2.05425 -8.56609
F 1.83819 -1.36928 -9.13442
F -8.71324 -0.02073 -7.62068
F 0.21351 -3.43468 -8.01323
F -3.58271 1.27230 -4.22853
F -1.17324 0.66912 -9.86359
F -5.96884 0.34185 -7.86407
F -5.75131 1.16164 -4.14672
F 0.65377 0.34314 -7.79632
F -5.61691 -1.10133 -5.88792
F -4.51626 -1.29512 -4.03537
F -7.82379 0.18752 -5.65008
F 0.17436 3.50727 5.83376
F -1.29468 0.91016 -7.06487
F -0.67268 -1.43255 -9.65177
F 1.77108 -3.77584 -6.53931
F 2.75590 -3.32602 -9.05498
O -0.93074 2.35787 7.48364
O 0.89487 -1.01372 -2.92025
O -2.94756 4.76391 4.24939
O -6.04554 2.22266 -6.61827
O -1.34476 -0.60155 -2.57783
O -0.66091 -1.18980 -6.79242
N -0.21923 2.29228 1.06546
N -1.51649 3.17929 3.31168
N -2.35462 3.10377 5.80602
C -0.93883 -2.36210 3.27568
C 5.27562 3.32317 5.21344
C 0.19326 -1.20871 3.06258
C 6.07955 -1.80944 3.98977
C -4.56581 -0.61014 -5.20876
C -0.20724 1.34165 2.24735
C 0.59219 -1.76269 -6.38944
C -0.08179 -2.59741 -1.28014
C 1.20856 -2.81593 -7.33272
C 2.18518 -3.11415 4.89423
C 3.83040 4.04981 5.42254
C -0.13537 -0.20747 1.84766
C -2.29794 3.69095 4.44600
C -2.63385 1.73260 0.19406
C 3.18704 -3.88747 5.87859
C 5.99250 -0.27144 3.53452
C -6.77191 1.34347 -7.45552
C -1.13220 0.61919 -1.76559
C -1.27087 -0.39508 -9.03062
C -1.01698 2.99291 6.40674
C 4.96567 1.91867 4.47254
C 6.13471 0.80293 4.72394
C -8.06709 0.84604 -6.80491
C -4.74755 1.79364 -6.19026
C -1.57792 2.82793 0.71437
C -2.50680 1.33585 -1.35418
C 2.29278 -2.30911 -8.28490
C 4.67355 -3.71084 5.30136
C -0.36521 -3.62853 4.12872
C -1.39512 1.68667 3.31483
C -0.61470 -0.09046 -7.67944
C -4.68671 0.89065 -4.94099
C -0.14772 -1.38018 -2.30934
C 0.62545 -3.19616 5.31846
C -2.23593 3.55168 2.02411
C 5.19860 -2.18277 5.27944
H -0.49176 1.33128 -2.41479
H -1.30422 -2.76199 2.26677
H 5.38324 -4.30521 5.99519
H -3.34453 0.55973 -1.55673
H 7.18317 -2.13502 4.06464
H 0.30962 1.90628 0.24962
H 2.42532 -1.98221 4.81176
H 5.05116 -0.04703 2.92263
H -4.15687 1.39647 -7.02024
H -1.08283 -3.09805 -1.05875
H 0.48309 -3.94423 6.18177
H 1.31316 -0.99719 -6.09065
H -1.02628 1.25435 4.32043
H 0.30402 -0.69922 4.08485
H -2.70188 2.19223 -2.08665
H 3.03668 -3.50758 6.94601
H -3.65160 -0.83770 -5.76474
H 4.79941 -4.13741 4.23373
H 3.93099 5.13273 5.79107
H 3.26919 3.38741 6.18949
H -8.73680 1.68005 -6.58372
H 5.64555 -2.43163 3.11010
H -3.33438 3.22453 2.19183
H 0.34682 3.11860 1.37761
H 3.96778 1.54281 4.92005
H 2.93386 -5.01251 5.81854
H 0.07074 -4.45096 3.45791
H 7.13368 1.37413 4.70337
H -2.82141 2.17238 5.77966
H -1.06644 -0.61321 1.31547
H -4.24176 2.72428 -5.91441
H -2.14374 4.67931 1.83085
H 6.89205 -0.09217 2.82447
H -2.35815 1.12832 3.04520
H 3.14212 -1.89937 -7.73079
H 0.70752 -3.35452 -1.65326
H -1.87785 -1.93533 3.80413
H 2.24528 -3.50264 3.80175
H -2.32785 -0.64117 -8.90378
H -3.68025 2.21468 0.31768
H 0.72688 -0.30071 1.07563
H 1.14712 -1.79101 2.75978
H 0.30783 -2.16403 5.71055
H -2.64524 0.81854 0.89559
H 3.29794 3.99652 4.39629
H 5.78732 3.07461 6.21028
H 0.33642 -2.20921 -0.27055
H -0.50174 0.26407 -0.85864
H 5.96681 0.38719 5.77400
H 5.90399 -2.07979 6.19461
H -1.30219 -4.08123 4.64077
H 4.75703 2.05190 3.33966
H 0.35330 -2.29016 -5.46104
H 4.36031 -1.40793 5.47113
H 5.90644 4.04138 4.58071